{"formula": "C22H24AsF5N5OSnTe", "method": "ωB97M-V/def2-TZVPD", "species": ["Sn", "C", "N", "C", "C", "N", "N", "C", "N", "N", "H", "H", "H", "H", "H", "H", "H", "H", "H", "H", "H", "C", "C", "C", "C", "C", "C", "As", "C", "C", "C", "C", "C", "C", "C", "C", "C", "C", "C", "C", "H", "H", "H", "H", "H", "H", "H", "H", "H", "H", "H", "H", "H", "F", "Te", "F", "F", "F", "F", "O"], "positions_angstrom": [[-2.22883, -0.58169, -1.00551], [-3.24274, -5.31712, 1.67147], [-2.89350, -4.65601, 0.41931], [-2.13338, -5.40034, -0.58059], [-3.02040, -3.33678, 0.25757], [-2.74607, -2.70811, -0.84900], [-3.45808, -2.63919, 1.37621], [-3.94232, -1.35096, 1.43283], [-4.34004, -0.97444, 2.66495], [-4.05602, -0.61114, 0.37337], [-3.29549, -6.38613, 1.49221], [-4.22089, -4.98979, 2.01923], [-2.48773, -5.13962, 2.44401], [-1.93874, -6.39689, -0.19842], [-1.17618, -4.90938, -0.76565], [-2.69365, -5.49936, -1.51240], [-2.46590, -3.31953, -1.60249], [-3.13261, -3.01976, 2.25125], [-4.16603, -1.55205, 3.46928], [-4.48443, 0.00405, 2.84313], [-4.51245, 0.27228, 0.56825], [2.77636, 6.67380, -0.99455], [3.26778, 5.59257, -0.27717], [2.52045, 4.42833, -0.16655], [1.27005, 4.34766, -0.77031], [0.77496, 5.43685, -1.48068], [1.53063, 6.59433, -1.59968], [0.13704, 2.76139, -0.71250], [1.10683, 1.72285, 0.61734], [0.99966, 1.84324, 2.00220], [1.50665, 0.84660, 2.82704], [2.22348, -0.20738, 2.27231], [2.89469, 0.03524, 0.93794], [1.90129, 0.73666, 0.03854], [1.95822, 0.74443, -1.41195], [2.74043, -0.10469, -2.19318], [2.67783, 0.00096, -3.57028], [1.82998, 0.93074, -4.16619], [1.03585, 1.76947, -3.39317], [1.10905, 1.68630, -2.01405], [3.36288, 7.57882, -1.08021], [4.23989, 5.65049, 0.19477], [2.93154, 3.58745, 0.37837], [-0.20625, 5.39398, -1.94058], [1.14111, 7.43571, -2.15742], [0.43386, 2.65977, 2.43361], [1.26171, 0.83158, 3.87993], [2.62699, -0.97713, 2.91864], [3.30268, -0.87984, 0.51925], [3.38004, -0.84732, -1.73373], [3.28491, -0.64571, -4.18893], [1.78878, 1.00174, -5.24531], [0.38096, 2.48547, -3.87422], [0.16574, -1.84451, -0.86504], [0.35608, -1.52145, 1.07387], [3.96132, 0.91719, 1.11531], [-0.06886, -1.64781, 2.95281], [-0.55864, -3.17867, 1.15184], [1.85423, -2.75713, 0.93000], [-1.26468, -0.57000, 0.82292]], "mulliken_charge": [0.620, -1.054, 0.116, -1.260, 0.709, -0.655, -0.019, 0.657, -0.465, -0.620, 0.360, 0.352, 0.377, 0.352, 0.434, 0.372, 0.248, 0.221, 0.194, 0.231, 0.223, -0.465, -0.755, 0.083, 0.353, -0.534, -0.601, 0.099, 0.724, -0.563, -0.358, -0.892, -0.223, 0.326, 0.010, -0.436, -0.940, -0.652, -0.783, 0.554, 0.385, 0.408, 0.380, 0.350, 0.393, 0.534, 0.477, 0.510, 0.686, 0.455, 0.441, 0.434, 0.469, -0.582, 1.838, -0.396, -0.500, -0.455, -0.445, -0.723], "charge": 1, "e_homo_ev": -11.10, "energy_ev": -120248.0803, "de_lowest_kcal_mol": 36.0}


{"formula": "C3H7Cl3OSi", "method": "ωB97M-V/def2-TZVPD", "species": ["C", "C", "C", "O", "Si", "Cl", "Cl", "Cl", "H", "H", "H", "H", "H", "H", "H"], "positions_angstrom": [[1.09234, -0.31238, 2.31339], [-1.93337, -1.31437, 0.55466], [1.87706, 2.28913, -4.27477], [0.92883, -0.42958, 0.87179], [-0.43158, -0.30077, -0.07921], [0.31534, -1.00314, -1.85994], [1.37343, 2.53947, -2.75192], [-1.00834, 1.68816, -0.28540], [2.20111, -0.24806, 2.57203], [0.61651, -1.09504, 3.01210], [0.68393, 0.57562, 2.85741], [-1.75714, -1.45102, 1.59621], [-2.85357, -0.77035, 0.48657], [-2.08717, -2.36575, 0.03884], [0.98262, 2.19808, -5.05176]], "mulliken_charge": [-0.673, -0.973, -0.212, -0.195, 0.626, -0.243, 0.061, -0.270, 0.271, 0.277, 0.299, 0.302, 0.331, 0.258, 0.140], "e_homo_ev": [-8.55, -8.55], "energy_ev": -50716.7000, "de_lowest_kcal_mol": 48.7}


{"formula": "H64O32", "method": "ωB97M-V/def2-TZVPD", "species": ["O", "H", "H", "O", "H", "H", "O", "H", "H", "O", "H", "H", "O", "H", "H", "O", "H", "H", "O", "H", "H", "O", "H", "H", "O", "H", "H", "O", "H", "H", "O", "H", "H", "O", "H", "H", "O", "H", "H", "O", "H", "H", "O", "H", "H", "O", "H", "H", "O", "H", "H", "O", "H", "H", "O", "H", "H", "O", "H", "H", "O", "H", "H", "O", "H", "H", "O", "H", "H", "O", "H", "H", "O", "H", "H", "O", "H", "H", "O", "H", "H", "O", "H", "H", "O", "H", "H", "O", "H", "H", "O", "H", "H", "O", "H", "H"], "positions_angstrom": [[0.08451, -0.55985, -0.23351], [0.18902, 0.14868, -0.89625], [0.73100, -0.37555, 0.46351], [3.87545, -2.26480, -2.05815], [4.06227, -3.01327, -1.43660], [2.90523, -2.33899, -2.23306], [1.17218, 0.44621, 2.17876], [0.21649, 0.65213, 2.23308], [1.75321, 1.21763, 2.11688], [0.22697, 2.72461, -1.15765], [-0.51543, 3.36120, -1.30178], [0.80127, 2.65958, -1.93166], [-4.10568, 1.70724, 3.75080], [-3.53878, 1.26272, 4.40516], [-3.58447, 2.31220, 3.19412], [0.30002, -2.84415, 4.30274], [0.75953, -3.61658, 4.60827], [0.99137, -2.40319, 3.75146], [-3.73974, -1.50863, -0.41716], [-4.10411, -2.30007, -0.78719], [-3.94737, -1.59211, 0.54244], [-1.62418, -1.97353, 2.14743], [-1.58791, -2.84458, 1.83086], [-0.96502, -2.01898, 2.88629], [-4.00785, -3.91844, -1.40302], [-3.63034, -3.96714, -2.28820], [-3.26028, -4.27989, -0.95266], [-1.44184, 0.16496, -6.10167], [-2.00031, 0.26844, -6.88820], [-0.56313, -0.08758, -6.42014], [0.84558, 5.61882, 0.40472], [0.36356, 5.53100, -0.39944], [1.65182, 5.14672, 0.18872], [-2.47961, 3.37892, 2.48518], [-2.51483, 3.99544, 3.22947], [-1.52022, 3.28044, 2.29496], [-2.84414, 0.92433, -0.97497], [-3.37264, 0.12322, -0.89874], [-2.25691, 0.98541, -0.24965], [3.37964, 4.78036, -0.30570], [4.16329, 5.19321, 0.12180], [3.27970, 3.91754, 0.08375], [2.18977, 0.48855, -2.84319], [1.50468, 0.56573, -3.55596], [2.28823, -0.46083, -2.70396], [-4.96584, -0.81541, 2.35719], [-5.49755, -1.27381, 3.05545], [-4.88449, 0.03984, 2.81705], [2.96515, 1.78426, 0.33621], [3.71440, 1.44827, -0.17346], [2.29253, 1.80868, -0.32190], [1.17067, -3.82733, 0.96038], [1.97574, -4.37759, 0.80373], [1.52450, -3.12304, 1.50644], [1.10579, -2.46290, -2.11602], [1.06668, -2.02460, -1.25506], [0.15803, -2.52289, -2.26086], [0.08172, 3.29630, 1.52059], [0.41149, 4.03054, 0.98252], [0.22723, 2.58509, 0.88513], [-1.58368, -2.28321, -2.45107], [-1.51346, -1.38696, -2.81466], [-2.03728, -2.05562, -1.63157], [-1.67147, 0.74918, 1.78000], [-1.69340, -0.19942, 1.62165], [-2.39805, 0.87889, 2.41929], [-3.04440, -0.96486, 4.66519], [-2.15580, -0.97182, 5.03582], [-2.95504, -1.48512, 3.86045], [-3.39913, 2.99576, -2.57083], [-3.41257, 2.33585, -1.81049], [-4.36188, 3.18306, -2.71932], [2.37679, -1.89283, 2.42772], [3.26845, -1.86199, 2.02194], [1.99678, -1.02281, 2.27006], [4.05688, 2.62201, -2.95038], [3.67374, 1.74573, -2.95885], [3.98279, 2.92611, -2.06371], [4.99685, -1.58663, 1.02205], [5.39222, -1.00508, 1.66013], [5.10788, -1.04062, 0.20223], [3.82611, -4.28536, 0.05610], [4.67048, -4.86920, 0.23590], [3.95904, -3.45165, 0.60880], [-1.30786, -4.57006, 0.16215], [-0.36969, -4.20982, 0.19264], [-1.24400, -5.26030, 0.87532], [-1.75481, 4.35512, -0.84531], [-2.06796, 4.22098, 0.01252], [-2.56080, 4.20027, -1.39033], [-1.14355, 0.19677, -3.24661], [-1.37658, 0.36878, -4.18513], [-1.68559, 0.80419, -2.80612], [4.94399, 0.01869, -1.13946], [4.53125, -0.70222, -1.59994], [5.47768, 0.45163, -1.82551]], "mulliken_charge": [0.778, -0.151, 0.042, -0.841, 0.362, 0.445, -0.795, 0.175, 0.167, -0.306, 0.229, 0.187, -0.700, 0.302, 0.450, -0.632, 0.288, 0.335, -0.495, 0.334, 0.119, -0.581, 0.212, 0.184, -0.722, 0.342, 0.298, -0.563, 0.258, 0.288, -0.744, 0.317, 0.483, -0.747, 0.333, 0.385, -0.613, 0.399, 0.087, -0.685, 0.317, 0.391, -0.493, 0.216, 0.188, -0.591, 0.288, 0.299, -0.565, 0.348, 0.160, -0.572, 0.304, 0.365, -0.680, 0.303, 0.324, -0.785, 0.335, 0.097, -0.789, 0.508, 0.277, 0.543, -0.077, 0.025, -0.608, 0.292, 0.352, -0.726, 0.447, 0.318, -0.698, 0.297, 0.461, -0.635, 0.316, 0.334, -0.682, 0.279, 0.417, -0.729, 0.310, 0.329, -0.534, 0.315, 0.278, -0.654, 0.312, 0.267, -0.583, 0.241, 0.286, -0.748, 0.418, 0.364], "e_homo_ev": -10.60, "energy_ev": -66565.1414, "de_lowest_kcal_mol": 21.7}